(1)
# C6H6N2O2S

A single C6H6N2O2S molecule (ωB97M-V with the def2-TZVPD basis set, OMol25).

Results
**Charge**: 0
**E_HOMO**: -0.340 hartree
**Energy above the lowest of the compared OMol25 structures with the same formula, charge and spin**: 4.350 eV
**Spin multiplicity**: 1
**LUMO**: 0.044 eV
**Kohn-Sham gap**: 9.31 eV
**E**: -24224.110 eV

Each line ends with the natural charge from an NBO analysis.
CARTESIAN COORDINATES (ANGSTROEM)
C (-1.1001, -0.1579, 1.5116)  -0.1957
C (-1.3265, 0.5926, 0.3641)  -0.2161
C (0.0968, -0.8666, 1.6567)  -0.1983
C (-0.4002, 0.6511, -0.6187)  -0.2407
C (1.1065, -0.8141, 0.6784)  -0.2500
C (0.7751, -0.0742, -0.4617)  -0.1302
N (1.1226, 0.6448, -2.9743)  -1.0109
N (2.3498, -1.6169, -2.1352)  0.4018
O (2.8986, -2.2467, -1.3253)  -0.3683
O (1.7755, -1.9834, -3.1308)  -0.3581
S (2.1133, 0.3653, -1.8305)  0.9990
H (-1.9378, -0.1199, 2.2438)  0.2253
H (-2.3378, 0.8452, 0.0086)  0.2244
H (0.2998, -1.5040, 2.5206)  0.2194
H (-0.5141, 1.2573, -1.6041)  0.2713
H (1.8894, -1.5324, 0.9585)  0.2594
H (1.4993, 1.1837, -3.6807)  0.3676



(2)
# C6H6N2O3S

A single C6H6N2O3S molecule (ωB97M-V with the def2-TZVPD basis set, OMol25).

Results
**Charge**: 0
**E_HOMO**: -0.369 hartree
**SMILES string**: O=[N+]([O-])N=[S@@H](=O)c1ccccc1
**Energy above the lowest of the compared OMol25 structures with the same formula, charge and spin**: 7.470 eV
**Spin multiplicity**: 1
**LUMO**: -0.034 eV
**Kohn-Sham gap**: 10.00 eV
**E**: -26269.840 eV

Each line ends with the natural charge from an NBO analysis.
CARTESIAN COORDINATES (ANGSTROEM)
C (-2.3853, 0.8878, 0.0964)  -0.1711
C (-1.7101, 0.5744, -1.0643)  -0.2200
C (-1.9590, 0.2845, 1.3550)  -0.1919
C (-0.6403, -0.2485, -1.0633)  -0.2060
C (-0.7718, -0.4751, 1.3385)  -0.2120
C (-0.1415, -0.6366, 0.1311)  -0.2387
N (2.4735, 0.0415, 0.5274)  -0.7601
N (2.6045, 0.9028, -0.6945)  0.6282
O (2.1107, 0.4496, -1.7072)  -0.4480
O (3.2324, 1.9397, -0.5950)  -0.3452
O (1.8395, -2.0627, 1.4834)  -0.8942
S (1.5899, -1.2751, 0.3466)  1.7994
H (-3.2533, 1.5473, 0.2658)  0.2273
H (-2.1976, 0.5129, -2.0621)  0.2299
H (-2.4660, 0.7260, 2.1928)  0.2277
H (-0.1696, -0.3838, -2.0293)  0.2523
H (-0.2172, -0.6835, 2.2816)  0.2561
H (2.0612, -2.1012, -0.8030)  0.0664



What is the charge in the second record?
0



Repeat the second record exactly.
# C6H6N2O3S

A single C6H6N2O3S molecule (ωB97M-V with the def2-TZVPD basis set, OMol25).

Results
**Charge**: 0
**E_HOMO**: -0.369 hartree
**SMILES string**: O=[N+]([O-])N=[S@@H](=O)c1ccccc1
**Energy above the lowest of the compared OMol25 structures with the same formula, charge and spin**: 7.470 eV
**Spin multiplicity**: 1
**LUMO**: -0.034 eV
**Kohn-Sham gap**: 10.00 eV
**E**: -26269.840 eV

Each line ends with the natural charge from an NBO analysis.
CARTESIAN COORDINATES (ANGSTROEM)
C (-2.3853, 0.8878, 0.0964)  -0.1711
C (-1.7101, 0.5744, -1.0643)  -0.2200
C (-1.9590, 0.2845, 1.3550)  -0.1919
C (-0.6403, -0.2485, -1.0633)  -0.2060
C (-0.7718, -0.4751, 1.3385)  -0.2120
C (-0.1415, -0.6366, 0.1311)  -0.2387
N (2.4735, 0.0415, 0.5274)  -0.7601
N (2.6045, 0.9028, -0.6945)  0.6282
O (2.1107, 0.4496, -1.7072)  -0.4480
O (3.2324, 1.9397, -0.5950)  -0.3452
O (1.8395, -2.0627, 1.4834)  -0.8942
S (1.5899, -1.2751, 0.3466)  1.7994
H (-3.2533, 1.5473, 0.2658)  0.2273
H (-2.1976, 0.5129, -2.0621)  0.2299
H (-2.4660, 0.7260, 2.1928)  0.2277
H (-0.1696, -0.3838, -2.0293)  0.2523
H (-0.2172, -0.6835, 2.2816)  0.2561
H (2.0612, -2.1012, -0.8030)  0.0664